{
  "formula": "C30H31BrCrN4O7PS2",
  "method": "ωB97M-V with the def2-TZVPD basis set",
  "symbols": ["Cr", "C", "C", "N", "C", "C", "C", "C", "C", "C", "C", "C", "C", "N", "C", "H", "H", "H", "H", "H", "H", "H", "H", "O", "S", "O", "O", "S", "O", "C", "O", "C", "C", "C", "C", "C", "C", "N", "O", "O", "H", "H", "H", "H", "Br", "C", "C", "C", "N", "C", "C", "H", "H", "H", "H", "C", "C", "P", "C", "C", "C", "C", "H", "H", "H", "H", "H", "H", "H", "H", "H", "H", "H", "H", "H", "H", "H"],
  "coordinates": [[-0.651878, -0.015440, 1.605828], [-4.462769, -1.924170, 1.267529], [-3.425937, -0.875170, 1.387378], [-2.127628, -1.318840, 1.544929], [-1.812721, -2.529928, 0.994605], [-2.739430, -3.525489, 0.725356], [-4.121548, -3.185228, 0.964725], [-2.292463, -4.772568, 0.222379], [-0.976782, -5.002466, -0.058790], [-0.024168, -3.964007, 0.113221], [1.334899, -4.047573, -0.261701], [2.141612, -2.946878, -0.147790], [1.610738, -1.745781, 0.355633], [0.361996, -1.651545, 0.751719], [-0.453759, -2.734572, 0.638669], [-5.493894, -1.639786, 1.431580], [-3.676791, -0.086256, 2.088724], [-4.878960, -3.957263, 0.883893], [-3.027063, -5.551502, 0.050504], [-0.650015, -5.957923, -0.451116], [1.720004, -4.978932, -0.660314], [3.177964, -2.977386, -0.453793], [2.199049, -0.841091, 0.420941], [0.829251, 1.181115, 1.764602], [0.202558, 2.592929, 1.967247], [0.852352, 3.258077, 3.061044], [0.170254, 3.281344, 0.702928], [-1.676167, 1.912913, 2.467642], [-3.570810, 0.008977, 0.029542], [-2.566556, 0.619768, -0.496310], [-1.367499, 0.494676, -0.185383], [-2.912505, 1.579152, -1.579697], [-2.107412, 2.705043, -1.724402], [-2.403372, 3.626660, -2.714752], [-3.487301, 3.385385, -3.540626], [-4.303524, 2.275354, -3.404417], [-4.014256, 1.368446, -2.400514], [-3.791327, 4.352462, -4.612536], [-3.056757, 5.310536, -4.731301], [-4.774698, 4.146470, -5.295373], [-1.271977, 2.859858, -1.049067], [-1.809924, 4.518602, -2.850733], [-5.140416, 2.140986, -4.072155], [-4.634602, 0.494912, -2.252869], [2.804577, 4.700792, -3.993681], [2.407203, 3.200129, -2.915828], [1.265902, 2.459316, -3.156649], [1.019845, 1.371663, -2.331511], [1.816997, 1.001632, -1.333705], [2.907361, 1.735007, -1.124656], [3.252736, 2.843386, -1.882345], [0.582398, 2.717819, -3.953336], [0.125880, 0.774912, -2.475341], [3.536534, 1.441829, -0.288875], [4.145842, 3.410545, -1.662401], [2.277152, -2.309223, 4.918233], [1.584113, -1.841226, 3.640926], [0.057913, -0.831012, 3.826805], [0.553816, 0.356856, 5.128401], [-0.452985, 1.399522, 5.623245], [-1.116453, -2.022333, 4.574002], [-2.469833, -1.426686, 4.967545], [3.092592, -2.990514, 4.672104], [1.594848, -2.843171, 5.581546], [2.704837, -1.475213, 5.473432], [1.302347, -2.701196, 3.029016], [2.268366, -1.243157, 3.034452], [1.435403, 0.862313, 4.723980], [0.900994, -0.259411, 5.960699], [-0.448733, 2.270891, 4.976785], [-0.174983, 1.718086, 6.629687], [-1.472621, 1.021850, 5.658721], [-0.646297, -2.505805, 5.433213], [-1.253406, -2.792040, 3.808675], [-2.404274, -0.884710, 5.910055], [-3.213780, -2.215118, 5.088033], [-2.831755, -0.733201, 4.206795]],
  "forces_ev_per_angstrom": [[0.106, 0.206, 0.102], [-0.028, -0.034, -0.042], [0.157, -0.215, 0.303], [-0.184, -0.071, -0.039], [-0.097, -0.080, -0.033], [0.070, 0.117, 0.012], [-0.053, 0.045, 0.029], [0.072, -0.089, -0.025], [-0.115, -0.120, -0.024], [0.022, 0.156, 0.048], [0.026, 0.053, 0.007], [0.002, -0.055, -0.019], [-0.070, 0.028, 0.013], [0.037, 0.076, 0.102], [0.077, -0.155, -0.082], [0.030, -0.002, -0.003], [-0.019, 0.063, -0.009], [0.017, 0.021, -0.003], [0.024, 0.010, -0.003], [-0.023, 0.031, 0.013], [0.003, 0.014, 0.003], [-0.008, -0.002, 0.001], [0.017, 0.019, 0.003], [0.097, -0.045, -0.207], [-0.090, -0.151, -0.019], [0.006, 0.016, 0.091], [0.050, 0.084, -0.024], [-0.007, 0.013, 0.001], [0.012, 0.142, -0.188], [-0.106, -0.048, 0.069], [-0.026, 0.054, -0.037], [0.049, 0.003, -0.065], [0.045, -0.052, 0.037], [-0.025, 0.043, -0.070], [0.087, -0.123, 0.076], [0.007, 0.004, -0.006], [-0.026, 0.003, 0.000], [-0.169, 0.240, 0.036], [0.065, -0.062, -0.026], [0.052, -0.080, -0.022], [-0.014, 0.005, -0.015], [0.003, 0.000, 0.001], [-0.005, -0.005, -0.006], [0.003, 0.008, -0.006], [-0.007, -0.027, 0.019], [0.007, 0.018, -0.007], [-0.056, -0.004, 0.007], [0.011, -0.034, 0.043], [0.099, -0.037, -0.076], [-0.093, 0.029, 0.082], [0.029, 0.030, 0.019], [0.005, 0.002, 0.007], [0.010, -0.006, -0.016], [-0.022, -0.006, -0.047], [-0.016, -0.003, -0.002], [-0.018, 0.021, 0.020], [-0.035, 0.024, 0.003], [-0.044, -0.062, 0.027], [0.019, -0.011, 0.002], [0.008, 0.007, -0.010], [0.000, 0.035, 0.011], [0.016, 0.003, -0.028], [-0.006, 0.004, -0.006], [0.012, 0.004, -0.001], [-0.003, -0.013, -0.004], [-0.012, -0.021, -0.019], [0.009, 0.012, 0.000], [0.006, 0.024, -0.012], [-0.030, -0.036, 0.028], [-0.003, 0.005, -0.007], [0.008, -0.011, -0.026], [0.019, 0.005, 0.022], [0.014, 0.002, 0.008], [-0.004, 0.009, -0.007], [-0.007, -0.015, -0.021], [0.017, 0.002, -0.003], [0.000, -0.014, 0.022]],
  "charge": 0,
  "lumo_energy_ha": [-0.0271, -0.0291],
  "homo_energy_ev": [-8.2, -8.2],
  "e_above_lowest_kj_mol": 39.6,
  "multiplicity": 2
}



{
  "formula": "C4H11N2O",
  "method": "ωB97M-V with the def2-TZVPD basis set",
  "symbols": ["N", "C", "C", "N", "C", "C", "O", "H", "H", "H", "H", "H", "H", "H", "H", "H", "H", "H"],
  "coordinates": [[-0.259110, -2.443899, -1.399182], [-0.006354, -1.007664, -1.107424], [-0.227221, -0.903155, 0.428180], [0.050229, 0.178786, 1.117185], [0.724763, 1.448537, 0.685160], [-0.258844, 2.593111, 0.840258], [-0.518893, -1.982319, 0.955561], [0.479793, -3.002305, -0.957452], [-0.172965, -2.647986, -2.395282], [-1.103189, -2.801740, -0.942405], [0.989488, -0.713328, -1.429813], [-0.821202, -0.410556, -1.551351], [0.087320, 0.110188, 2.122924], [1.670195, 1.499096, 1.211334], [0.953345, 1.338106, -0.388570], [-1.138389, 2.325232, 1.414842], [-0.592335, 3.048148, -0.098423], [0.143368, 3.371746, 1.494461]],
  "forces_ev_per_angstrom": [[1.299, -0.443, -0.350], [-1.481, 0.977, 0.964], [1.162, -2.152, 0.384], [1.170, 1.771, -0.055], [-1.294, -1.265, -1.459], [0.140, 1.203, 0.904], [-0.515, 0.518, -0.086], [-0.062, 0.111, 0.188], [-0.562, 0.052, -0.091], [-0.220, 0.287, -0.128], [-0.150, -0.038, -0.129], [0.651, -0.209, -0.391], [-0.529, -0.636, 0.067], [-0.036, 0.326, 0.223], [0.157, 0.020, 0.422], [-0.248, -0.535, -0.192], [0.231, -0.187, 0.190], [0.287, 0.199, -0.460]],
  "charge": 1,
  "lumo_energy_ha": -0.1299,
  "smiles": "CCNC(=O)C[NH3+]",
  "homo_energy_ev": -14.0,
  "e_above_lowest_kj_mol": 126.6,
  "multiplicity": 1
}



Q: Which formula does entry 1 have?
A: C30H31BrCrN4O7PS2